--- a ---
Here is the molecule C3H5BrS from the OMol25 dataset. Energies are from wB97M-V/def2-TZVPD.

CARTESIAN COORDINATES (ANGSTROEM)
Br1 -2.559 -0.553 0.285
S1 -0.128 1.606 -0.051
C1 -0.747 0.211 0.872
C2 0.882 0.584 -1.052
C3 0.256 -0.889 0.397
H1 0.351 0.308 -1.954
H2 1.930 0.776 -1.208
H3 -0.947 0.713 1.876
H4 1.075 -1.054 1.089
H5 -0.113 -1.702 -0.252

Summary:
Spin multiplicity: 1
E_LUMO in eV: 0.050
Highest occupied orbital energy in eV: -8.702


--- b ---
Here is the molecule C3H5BrS from the OMol25 dataset. Energies are from wB97M-V/def2-TZVPD.

CARTESIAN COORDINATES (ANGSTROEM)
Br1 1.473 -1.322 -2.212
S1 1.264 1.515 -0.415
C1 0.972 -0.461 -0.532
C2 -0.210 0.374 -0.369
C3 -0.976 0.119 0.830
H1 -0.181 -0.017 1.621
H2 -0.662 0.676 -1.229
H3 1.263 -1.007 0.391
H4 -1.434 -0.912 0.882
H5 -1.509 1.034 1.034

Summary:
Structure (SMILES): C[C@H]1S[C@@H]1Br
Spin multiplicity: 1
E_LUMO in eV: 0.446
Highest occupied orbital energy in eV: -9.080


--- c ---
Here is a structure of composition C3H5BrS from the OMol25 dataset. Energies are from wB97M-V/def2-TZVPD.

CARTESIAN COORDINATES (ANGSTROEM)
Br1 1.372 -1.680 -2.800
S1 -1.238 -1.077 -1.417
C1 -1.851 -0.561 0.056
C2 1.238 -0.149 -0.462
C3 0.320 -0.648 -1.510
H1 -2.898 -0.122 0.156
H2 -1.401 -0.579 1.032
H3 1.380 -0.858 0.352
H4 0.967 0.687 0.044
H5 2.218 0.101 -0.882

Summary:
Spin multiplicity: 1
E_LUMO (alpha / beta) in eV: -0.264 / -0.188
Highest occupied orbital energy (alpha / beta) in eV: -7.663 / -7.930


Last place for stability: a


--- a ---
Here is a structure of composition C15H31F5OP2PbTe from the OMol25 dataset. Energies are from wB97M-V/def2-TZVPD.

CARTESIAN COORDINATES (ANGSTROEM)
Pb1 1.978 0.220 3.704
Te1 0.283 1.220 6.572
P1 0.181 2.069 -2.029
P2 0.246 -2.009 -2.348
F1 1.940 0.195 6.436
F2 -0.672 -0.430 6.617
F3 1.346 2.796 6.686
F4 -1.311 2.211 6.776
F5 0.508 1.010 8.461
O1 0.270 1.283 4.708
C1 1.909 -2.522 -2.841
C2 -0.039 -1.881 -0.361
C3 -0.963 -3.264 -2.734
C4 0.675 0.644 0.577
C5 -2.152 0.176 -0.471
C6 1.459 3.329 -2.176
C7 -1.598 1.447 -0.070
C8 0.889 -0.587 -0.296
C9 0.888 -1.703 4.062
C10 -1.228 -1.934 0.448
C11 -0.174 1.741 -0.221
C12 -1.340 2.786 -2.703
C13 -0.116 -0.556 -3.434
C14 -2.160 -0.850 0.698
C15 0.676 0.774 -3.277
H1 1.758 0.599 -3.113
H2 1.521 3.906 -1.243
H3 2.633 -1.694 -2.836
H4 -0.596 -3.855 -3.583
H5 -0.185 -1.517 4.155
H6 1.212 -2.244 4.956
H7 -1.092 -3.898 -1.846
H8 0.567 -2.792 -0.137
H9 2.272 -3.318 -2.180
H10 1.674 1.069 0.778
H11 1.866 -2.922 -3.866
H12 -1.909 -2.770 -2.990
H13 0.602 1.335 -4.230
H14 -1.422 -2.828 1.034
H15 1.065 -2.324 3.175
H16 -1.764 3.486 -1.971
H17 -2.077 1.997 -2.911
H18 -1.208 -0.385 -3.450
H19 -2.232 2.206 0.399
H20 0.244 0.409 1.575
H21 -3.187 -1.264 0.797
H22 -1.544 -0.241 -1.309
H23 0.825 -0.126 -1.308
H24 -3.204 0.280 -0.815
H25 -1.100 3.323 -3.630
H26 2.427 2.854 -2.385
H27 0.138 -0.960 -4.434
H28 -1.971 -0.313 1.655
H29 0.051 2.738 0.181
H30 1.196 4.004 -3.004
H31 1.944 -0.922 -0.247

Summary:
Spin multiplicity: 1
E_LUMO (alpha / beta) in eV: -7.193 / -6.588
Net charge: +2
Highest occupied orbital energy (alpha / beta) in eV: -13.548 / -13.552


--- b ---
Here is a structure of composition C15H31F5OP2PbTe from the OMol25 dataset. Energies are from wB97M-V/def2-TZVPD.

CARTESIAN COORDINATES (ANGSTROEM)
Pb1 0.143 -2.756 -1.233
Te1 -0.678 -3.056 2.669
P1 -1.703 -1.220 -1.806
P2 1.721 -0.493 -0.494
F1 -2.375 -2.251 2.923
F2 0.120 -1.549 3.553
F3 1.043 -3.888 2.532
F4 -1.529 -4.625 1.980
F5 -0.783 -3.830 4.400
O1 -0.547 -2.295 0.988
C1 0.145 4.030 1.410
C2 1.438 1.341 1.906
C3 -2.909 -0.143 -0.903
C4 3.288 -0.283 -1.412
C5 1.158 3.912 0.265
C6 -1.062 3.129 1.339
C7 1.334 2.507 -0.365
C8 0.762 0.014 -2.664
C9 -0.562 0.190 -2.288
C10 -0.012 0.853 1.893
C11 -1.105 1.815 1.565
C12 2.045 1.531 0.540
C13 2.546 -1.639 0.691
C14 -2.499 -1.395 -3.457
C15 -2.480 -2.960 -1.158
H1 -1.769 -1.392 -4.277
H2 -3.236 -3.234 -1.900
H3 0.657 3.906 2.376
H4 1.996 0.579 2.470
H5 1.108 -0.951 -3.089
H6 -1.814 -3.888 -1.132
H7 3.420 -1.210 -1.977
H8 -1.020 1.185 -2.413
H9 -3.059 -2.331 -3.525
H10 2.136 4.293 0.575
H11 4.082 -0.175 -0.668
H12 -3.191 -0.550 -3.566
H13 1.365 0.867 -3.016
H14 -2.413 0.655 -0.318
H15 3.277 0.573 -2.085
H16 0.810 4.559 -0.543
H17 -2.025 3.662 1.226
H18 -0.260 0.453 2.888
H19 -2.966 -2.865 -0.160
H20 3.305 -1.042 1.206
H21 -0.136 -0.015 1.234
H22 0.332 2.110 -0.598
H23 1.873 -2.085 1.433
H24 -3.577 0.343 -1.641
H25 -3.528 -0.749 -0.217
H26 1.857 2.598 -1.347
H27 -0.272 5.050 1.402
H28 3.040 -2.468 0.153
H29 1.474 2.262 2.494
H30 -2.109 1.361 1.624
H31 3.145 1.561 0.514

Summary:
Spin multiplicity: 1
E_LUMO (alpha / beta) in eV: -9.505 / -10.362
Net charge: +2
Highest occupied orbital energy (alpha / beta) in eV: -14.743 / -14.738


Last place for stability: b


--- a ---
Here is the molecule C2H2O3S2 from the OMol25 dataset. Energies are from wB97M-V/def2-TZVPD.

CARTESIAN COORDINATES (ANGSTROEM)
S1 1.268 0.328 -0.593
S2 -1.346 -0.917 -0.165
O1 1.266 -1.307 -0.855
O2 -2.330 1.507 -0.450
O3 2.459 0.783 0.064
C1 0.429 -1.042 0.183
C2 -1.479 0.838 0.063
H1 0.548 -1.458 1.061
H2 -0.816 1.268 0.692

Summary:
Spin multiplicity: 1
E_LUMO in eV: -0.181
Highest occupied orbital energy in eV: -10.405


--- b ---
Here is a cluster of 2 separate species, C2H2O3S2 in total from the OMol25 dataset. Energies are from wB97M-V/def2-TZVPD.

CARTESIAN COORDINATES (ANGSTROEM)
S1 -1.427 -1.759 -0.225
S2 2.835 0.412 -1.089
O1 -2.843 -1.919 0.061
O2 3.971 0.004 -0.270
O3 -0.160 -0.135 -1.751
C1 -1.281 -0.535 -1.388
C2 1.559 0.037 -0.145
H1 0.678 -0.397 0.333
H2 -2.207 0.060 -1.506

Summary:
Spin multiplicity: 1
E_LUMO (alpha / beta) in eV: -2.814 / -0.918
Highest occupied orbital energy (alpha / beta) in eV: -9.155 / -9.329


Last place for stability: b